Record 1
ORCA calculation (ωB97M-V/def2-TZVPD) on a structure of composition C6H18AgFNO11P2 at a distorted geometry.

Last column: Löwdin charge in e.
Cartesian coordinates (Å):
Ag: 0.34825 0.52791 -1.62973  0.71
F: -0.02635 1.38559 -3.66784  -0.79
N: 3.27247 0.70255 -0.99528  -0.61
O: 2.60015 0.43299 0.04410  -0.13
O: 4.47709 0.38294 -1.05215  -0.06
O: 2.69990 1.30705 -1.94319  -0.10
C: 1.64069 3.70594 1.11060  -0.07
O: 0.31019 4.25862 1.05175  -0.23
P: -0.90139 3.23445 0.92236  0.39
O: -0.56956 2.01730 0.17840  -0.25
O: -1.29940 2.98148 2.45626  -0.22
C: -1.38944 4.00640 3.43395  -0.11
O: -2.09062 4.09498 0.31903  -0.20
C: -3.28102 3.43118 -0.07850  -0.10
H: 1.67144 2.63694 1.32904  0.07
H: 2.17180 4.22228 1.90771  0.08
H: 2.08378 3.82625 0.12417  0.10
H: -1.06814 4.96857 3.04089  0.09
H: -0.76268 3.69617 4.27274  0.09
H: -2.40099 4.04061 3.84222  0.08
H: -3.80047 3.99439 -0.85228  0.09
H: -3.97092 3.42111 0.76925  0.08
H: -3.14650 2.41945 -0.45598  0.09
C: 1.46821 -5.36633 -1.11858  -0.11
O: 1.32088 -4.00087 -1.50056  -0.20
P: 0.03019 -3.20767 -0.98033  0.40
O: -0.02032 -1.83631 -1.47367  -0.25
O: -1.22585 -4.16010 -1.25103  -0.21
C: -1.59706 -4.36086 -2.61090  -0.11
O: 0.10750 -3.36322 0.61289  -0.22
C: 0.79700 -2.40648 1.39383  -0.10
H: 1.27022 -5.98618 -1.99683  0.09
H: 0.77268 -5.66354 -0.33526  0.08
H: 2.48605 -5.60448 -0.81626  0.09
H: -1.76343 -5.42781 -2.76131  0.09
H: -0.85243 -3.99382 -3.31901  0.09
H: -2.53049 -3.86717 -2.88466  0.09
H: 1.51912 -2.90203 2.05186  0.09
H: 0.16757 -1.78749 2.02801  0.09
H: 1.48187 -1.76076 0.83426  0.07

Its net charge is -1. The value obtained for the relative energy (zero: lowest compared OMol25 entry of this formula, charge and spin) is 0.0 kcal per mole. For the max |F|, the calculation gives 2.09 eV Å⁻¹. The HOMO energy is -0.1567 Eh. As for the gap between HOMO and LUMO: 0.2508 Ha. The molecular weight is 469.0 g mol⁻¹.


Record 2
ORCA calculation (ωB97M-V/def2-TZVPD) on a structure of composition C6H18BeN3O15 at a distorted geometry.

Last column: Löwdin charge in e.
Cartesian coordinates (Å):
Be: -0.65223 -0.21064 -0.32846  0.86
N: 1.63155 2.31569 -1.38805  -0.58
O: 2.81211 2.09094 -1.07305  -0.02
O: 1.29012 3.31483 -2.03040  -0.03
O: 0.76050 1.42583 -1.11068  -0.11
N: 1.98814 -0.34271 2.25518  -0.57
O: 2.02724 -1.52300 2.67300  -0.07
O: 1.22659 -0.03978 1.29460  -0.09
O: 2.66644 0.53245 2.79107  0.01
N: -3.42671 0.75110 -0.53582  -0.59
O: -4.39735 1.31619 -0.07419  0.03
O: -3.19951 -0.47118 -0.36416  -0.07
O: -2.43308 1.39687 -0.96895  -0.06
C: 0.57528 -0.81292 -3.46060  -0.23
C: 1.49397 -1.68560 -2.66613  -0.26
O: 1.59452 -1.08416 -1.41004  -0.06
O: -0.62222 -0.51200 -2.76556  -0.06
H: 0.31382 -1.32386 -4.40494  0.12
H: 1.13013 0.05957 -3.82444  0.13
H: 2.39361 -1.81877 -3.28085  0.13
H: 1.15704 -2.73345 -2.58383  0.11
H: 2.50803 -1.09994 -1.10693  0.12
H: -1.20904 0.02518 -3.30176  0.11
C: -0.88999 2.75173 1.50953  -0.23
C: 0.54182 3.11207 1.90381  -0.24
O: 0.81191 3.25310 3.30050  -0.07
O: -1.34856 1.44133 1.81112  -0.08
H: -0.93869 2.97561 0.44681  0.11
H: -1.52010 3.48066 2.04345  0.12
H: 0.63199 4.14916 1.56651  0.12
H: 1.22647 2.44810 1.37249  0.09
H: 0.32931 2.58788 3.79914  0.06
H: -1.23423 1.23211 2.74025  0.08
C: -0.86427 -3.34360 0.33066  -0.19
C: -0.27629 -2.53889 1.42076  -0.18
O: -0.98983 -1.27667 1.38713  -0.07
O: -0.76258 -2.47233 -0.80125  -0.08
H: -1.93133 -3.59679 0.36513  0.13
H: -0.40502 -4.31760 0.12403  0.13
H: 0.79492 -2.36582 1.33296  0.09
H: -0.49474 -2.96046 2.40459  0.14
H: -1.44190 -1.16111 2.22219  0.12
H: -0.86785 -2.96912 -1.61480  0.10

Its net charge is -1. The value obtained for the relative energy (zero: lowest compared OMol25 entry of this formula, charge and spin) is 9.7 kcal per mole. For the max |F|, the calculation gives 2.96 eV Å⁻¹. The HOMO energy is -0.2024 Eh. As for the gap between HOMO and LUMO: 0.2781 Ha. The molecular weight is 381.2 g mol⁻¹.


Record 3
ORCA calculation (ωB97M-V/def2-TZVPD) on a structure of composition C6H18ClO6Zn at a distorted geometry.

Last column: Löwdin charge in e.
Cartesian coordinates (Å):
Zn: 10.49319 -5.48395 26.00751  0.97
Cl: 10.91526 -7.28500 24.68452  0.19
C: 15.05598 -10.80915 23.96576  -0.23
C: 14.02885 -9.98989 24.73022  -0.25
O: 13.89919 -8.69587 24.15322  -0.09
O: 16.14041 -9.95475 23.61740  -0.06
H: 14.55003 -11.24175 23.10104  0.12
H: 15.45123 -11.51702 24.69775  0.12
H: 14.26429 -9.89834 25.79751  0.12
H: 13.05358 -10.49317 24.73419  0.10
H: 13.04934 -8.31601 24.38447  -0.05
H: 16.90778 -10.51724 23.48294  0.09
C: 11.49972 -2.90377 24.22910  -0.19
C: 12.74851 -2.08948 24.46710  -0.26
O: 12.53526 -0.81028 23.92935  -0.02
O: 11.57228 -4.26582 24.66929  -0.18
H: 11.12875 -2.84654 23.20240  0.15
H: 10.69040 -2.36656 24.73259  0.14
H: 13.64672 -2.54588 24.02893  0.13
H: 12.92441 -2.10807 25.55245  0.13
H: 13.28696 -0.27781 24.21033  0.11
H: 12.39380 -4.71841 24.42795  0.11
C: 9.84537 -10.87403 23.70752  -0.25
C: 9.09001 -12.12284 23.39006  -0.25
O: 9.14297 -12.52152 22.02045  -0.05
O: 9.14921 -9.65573 23.42989  -0.09
H: 10.89585 -10.82048 23.40843  0.11
H: 9.92868 -10.85826 24.81015  0.11
H: 8.05113 -12.14157 23.72760  0.13
H: 9.47465 -12.93607 24.01935  0.12
H: 9.84042 -13.18024 21.97825  0.08
H: 9.74741 -8.91300 23.54123  -0.05

Its net charge is +1. The value obtained for the relative energy (zero: lowest compared OMol25 entry of this formula, charge and spin) is 80.3 kcal per mole. For the max |F|, the calculation gives 2.77 eV Å⁻¹. The HOMO energy is -0.4418 Eh. As for the gap between HOMO and LUMO: 0.1472 Ha. The molecular weight is 287.0 g mol⁻¹.


Record 4
ORCA calculation (ωB97M-V/def2-TZVPD) on a structure of composition C6H18F4N2O11S4V at a distorted geometry.

Last column: Löwdin spin population.
Cartesian coordinates (Å):
V: 0.25133 0.04380 -0.14292  2.76
N: -0.68089 -1.72041 0.37674  0.03
S: -1.37481 -2.19395 1.62278  0.01
O: -0.53072 -2.93873 2.53129  0.00
O: -2.83978 -2.49824 1.55993  0.01
F: -1.43650 -0.76201 2.44202  0.01
S: -0.89038 -3.12182 -0.58860  0.00
O: -1.92968 -2.96169 -1.63300  0.00
O: -0.78992 -4.46495 0.02497  0.00
F: 0.41144 -2.90365 -1.48105  0.00
N: 1.37203 0.60499 -1.77775  0.04
S: 1.40169 0.39604 -3.35387  0.01
O: 2.67546 0.05699 -3.93759  0.00
O: 0.48835 1.18680 -4.11104  0.00
F: 0.74029 -1.07303 -3.35903  0.00
S: 2.34102 2.04928 -1.79454  0.01
O: 2.06517 3.07722 -2.78194  0.01
O: 3.72178 1.77035 -1.45932  0.01
F: 1.81815 2.76635 -0.45497  0.01
C: -0.64431 2.28425 3.42863  0.00
C: 0.27472 2.52500 2.24746  0.00
O: -0.17246 1.68664 1.15886  0.04
H: -1.68306 2.54264 3.22284  0.00
H: -0.35306 2.82827 4.32714  0.00
H: -0.64962 1.22443 3.68332  0.00
H: 1.29803 2.31272 2.55710  0.00
H: 0.37151 3.56144 1.92417  0.00
H: -1.07645 2.00119 1.08496  0.00
C: 2.60999 -2.64272 1.56808  0.00
C: 2.84687 -1.19434 1.06336  0.01
O: 1.79855 -0.32392 1.44443  0.02
H: 3.49725 -3.19727 1.26256  0.00
H: 1.70421 -3.10619 1.17710  0.00
H: 2.57416 -2.50507 2.64876  0.00
H: 2.89535 -1.28313 -0.02193  0.00
H: 3.75624 -0.67556 1.36671  0.00
H: 2.02368 -0.05745 2.33881  0.00
C: -3.97991 0.74556 -2.10160  0.00
C: -2.46750 0.62778 -2.39595  0.00
O: -1.67342 0.51378 -1.19013  0.02
H: -4.66162 0.71028 -2.95139  0.00
H: -4.18606 1.72367 -1.66696  0.00
H: -4.37327 0.07720 -1.33566  0.00
H: -1.98533 1.50313 -2.83113  0.00
H: -2.27721 -0.25593 -3.00500  0.00
H: -2.28132 1.06022 -0.68668  0.00

Its net charge is 0. Its spin multiplicity is 4. The value obtained for the relative energy (zero: lowest compared OMol25 entry of this formula, charge and spin) is 84.5 kcal per mole. For the max |F|, the calculation gives 10.40 eV Å⁻¹. The HOMO energy (spin up / spin down) is -0.3507 / -0.4048 Eh. As for the expectation value of S²: 3.7536. As for the gap between HOMO and LUMO (spin up / spin down): 0.3257 / 0.3818 Ha. The molecular weight is 549.4 g mol⁻¹.


Record 5
ORCA calculation (ωB97M-V/def2-TZVPD) on a structure of composition C6H18FNa2O8P2 at a distorted geometry.

Last column: Löwdin spin population.
Cartesian coordinates (Å):
Na: -13.25837 2.80379 15.99303  0.74
Na: -11.44159 -1.40901 14.73641  0.15
F: -12.22778 0.91935 14.90478  0.06
C: -13.94222 1.71662 7.30578  0.00
O: -13.58302 0.75530 8.23418  0.00
P: -14.59074 0.52893 9.50514  0.00
O: -15.63324 1.58451 9.70327  0.00
O: -15.07619 -1.01506 9.40680  0.00
C: -16.37698 -1.34603 9.90448  0.00
O: -13.48611 0.47596 10.68503  0.00
C: -13.80391 0.62326 12.08436  0.01
H: -13.06921 2.36808 7.34532  0.00
H: -14.85597 2.26133 7.54338  0.00
H: -14.09908 1.45904 6.25833  0.00
H: -16.59508 -0.84484 10.84753  0.00
H: -16.49747 -2.40926 10.11215  0.00
H: -17.06905 -0.98981 9.14143  0.00
H: -14.83950 0.95951 12.13528  0.00
H: -13.24879 1.44153 12.54303  0.01
H: -13.58467 -0.29188 12.63442  0.00
C: -5.84799 -3.28114 14.83243  0.00
O: -6.61598 -2.21999 14.15691  0.00
P: -7.81297 -1.43895 14.94330  0.00
O: -9.04485 -2.22292 15.24972  0.01
O: -7.00528 -0.67375 16.17127  0.00
C: -5.70050 -0.20001 16.19323  0.00
O: -8.10627 -0.20087 13.97299  0.00
C: -8.77350 0.98554 14.38801  0.01
H: -6.25621 -4.26345 14.59466  0.00
H: -5.96332 -3.03126 15.88711  0.00
H: -4.79048 -3.24459 14.57082  0.00
H: -5.52632 0.56973 16.94506  0.00
H: -5.52387 0.26357 15.22266  0.00
H: -4.94008 -0.96739 16.33808  0.00
H: -9.04529 0.91529 15.44124  0.00
H: -9.72535 1.09220 13.86772  0.00
H: -8.12895 1.84775 14.21695  0.00

Its net charge is 0. Its spin multiplicity is 2. For the max |F|, the calculation gives 3.66 eV Å⁻¹. The HOMO energy (spin up / spin down) is -0.1171 / -0.3716 Eh. As for the expectation value of S²: 0.7502. As for the gap between HOMO and LUMO (spin up / spin down): 0.0982 / 0.3518 Ha. The molecular weight is 345.1 g mol⁻¹.


Record 6
ORCA calculation (ωB97M-V/def2-TZVPD) on the molecule C6H18INSi2 at a distorted geometry.

Last column: Löwdin spin population.
Cartesian coordinates (Å):
C: -0.62726 -0.58809 -2.33810  0.01
C: 1.47388 -1.37859 -1.10161  0.04
C: 1.38639 1.31743 1.71745  0.03
C: -0.15681 2.75965 0.16149  0.03
C: 0.41627 -0.23960 -1.40522  0.03
C: 0.69588 1.50695 0.36380  0.04
N: -0.02532 0.31595 -0.10492  0.51
Si: -1.40071 -2.67260 1.46257  0.24
Si: -1.22210 -0.39803 0.93774  0.41
I: -3.56047 -0.04832 -0.13382  0.50
H: -1.23581 -1.24938 -1.90480  0.00
H: -1.11135 0.33877 -2.69624  0.00
H: -0.14233 -0.96369 -3.33047  0.00
H: 0.93916 -2.33610 -0.62928  0.00
H: 2.08142 -1.04226 -0.32053  0.00
H: 2.15509 -1.57626 -1.97756  0.00
H: 2.42964 1.00825 1.57690  0.00
H: 1.39903 2.29395 2.26972  0.00
H: 0.83115 0.53929 2.26198  0.02
H: -0.95891 2.79010 0.89427  0.00
H: -0.61316 2.72299 -0.85469  0.00
H: 0.18979 3.73664 0.31872  0.00
H: 0.90309 0.61895 -1.93833  0.00
H: 1.50987 1.83641 -0.29901  0.00
H: -2.48210 -3.66932 1.05954  0.02
H: -1.41239 -2.84319 3.01362  0.05
H: -0.35230 -3.25705 0.72795  0.02
H: -1.10962 0.47714 2.26879  0.02

Its net charge is 0. Its spin multiplicity is 3. The value obtained for the relative energy (zero: lowest compared OMol25 entry of this formula, charge and spin) is 13.8 kcal per mole. For the max |F|, the calculation gives 5.01 eV Å⁻¹. The HOMO energy (spin up / spin down) is -0.1525 / -0.3181 Eh. As for the expectation value of S²: 2.0113. As for the gap between HOMO and LUMO (spin up / spin down): 0.1732 / 0.1885 Ha. The molecular weight is 287.3 g mol⁻¹.


Record 7
ORCA calculation (ωB97M-V/def2-TZVPD) on a structure of composition C6H18InO8P2 at a distorted geometry.

Last column: Löwdin charge in e.
Cartesian coordinates (Å):
In: -2.48245 2.18942 3.13965  1.13
C: 0.82867 4.77798 -0.61586  -0.02
O: 1.23542 3.40553 -0.77387  -0.16
P: 0.91085 2.19440 0.28786  0.60
O: -0.33305 2.40670 1.11047  -0.30
O: 2.34342 1.98963 1.08895  -0.09
C: 2.68952 0.87316 1.84746  -0.03
O: 0.80344 0.88044 -0.64978  -0.16
C: 1.74284 0.59608 -1.65637  -0.02
H: 1.74722 5.36253 -0.56411  0.13
H: 0.30306 4.93480 0.32608  0.09
H: 0.19461 5.25420 -1.36371  0.12
H: 2.92542 1.16466 2.87091  0.14
H: 3.66163 0.49088 1.53604  0.14
H: 1.97176 0.05745 1.76068  0.09
H: 2.37653 -0.21469 -1.29695  0.13
H: 2.40224 1.44543 -1.83500  0.12
H: 1.31890 0.35832 -2.63200  0.13
C: 0.67672 -2.82170 0.25359  -0.02
O: 0.13511 -1.54686 0.61362  -0.16
P: -1.43326 -1.16070 0.41574  0.52
O: -1.96233 -0.01529 1.17296  -0.28
O: -2.22322 -2.57609 0.73580  -0.14
C: -3.66521 -2.60398 1.02503  0.03
O: -1.59430 -0.97794 -1.17827  -0.10
C: -1.28379 -2.02257 -2.13592  -0.01
H: 1.10749 -3.22389 1.17053  0.14
H: 1.47421 -2.74490 -0.48549  0.13
H: -0.04265 -3.51702 -0.17900  0.10
H: -4.12498 -1.62231 1.13921  0.11
H: -3.80810 -3.20277 1.92454  0.13
H: -4.13693 -3.20172 0.24510  0.13
H: -0.23315 -2.28208 -2.26596  0.11
H: -1.68284 -1.71159 -3.10140  0.12
H: -1.84281 -2.93548 -1.93052  0.12

Its net charge is +3. The value obtained for the relative energy (zero: lowest compared OMol25 entry of this formula, charge and spin) is 69.1 kcal per mole. For the max |F|, the calculation gives 2.98 eV Å⁻¹. The HOMO energy is -0.7539 Eh. As for the gap between HOMO and LUMO: 0.1097 Ha. The molecular weight is 395.0 g mol⁻¹.